The following is a quantum chemistry calculation of a 3-piece molecular cluster, C12H22BClIO7S overall, from the OMol25 dataset.

Properties
- highest occupied orbital energy (eV) = -5.13
- M (u) = 483.5

Structure (ORCA input):
```
! wB97M-V def2-TZVPD RIJCOSX def2/J DEFGRID3
* xyz -1 1
C 1.31568 -0.71339 -1.77928
C 1.17474 0.70493 -1.21890
Cl 2.12388 1.88383 -2.22369
C -0.26280 1.15666 -1.03903
B -1.14594 1.38648 -2.40126
O -0.65226 0.73577 -3.58814
I -1.28533 3.66185 -2.84435
C -2.74572 0.99592 -2.19108
S -3.06507 -0.65557 -1.73780
O -2.45111 -1.59466 -2.62447
O -2.87958 -0.83958 -0.31583
H 0.34351 -1.09205 -2.07767
H 1.76129 -1.36599 -1.03476
H 1.93589 -0.71219 -2.66803
H 1.67956 0.75175 -0.25953
H -0.71252 0.39330 -0.40140
H -0.26146 2.07382 -0.44770
H 0.03286 1.26202 -4.01237
H -3.25029 1.13418 -3.14680
H -3.22996 1.62718 -1.45090
H -4.40442 -0.76065 -1.93646
O 4.72360 -1.42884 -1.15797
C 5.13241 -0.42643 -0.65659
O 4.43768 0.25825 0.28269
C 5.12286 1.46806 0.63610
C 6.58387 1.22547 0.26566
C 6.44408 0.28845 -0.93343
H 4.67851 2.28613 0.06546
H 4.96645 1.64842 1.69689
H 7.12457 2.14613 0.05617
H 7.09273 0.71021 1.08196
H 6.33225 0.83518 -1.87101
H 7.25137 -0.43137 -1.03215
O -7.00297 -1.19297 4.09714
C -5.87067 -1.28009 3.71154
O -5.27158 -0.31566 2.99257
C -3.94160 -0.73324 2.58795
C -3.54921 -1.80315 3.60097
C -4.90274 -2.43088 3.92730
H -3.98073 -1.11940 1.57291
H -3.29090 0.13580 2.60050
H -2.81349 -2.49868 3.20399
H -3.13262 -1.34053 4.49767
H -5.16638 -3.22790 3.22979
H -4.98844 -2.80656 4.94332
*
```

Atomic partial charges in e from the Löwdin method, atoms 1 to 6: -0.1077, -0.7035, 0.5591, -0.2292, -1.2257, -0.0700